The following is a DFT calculation (ωB97M-V/def2-TZVPD) of C36H28ClInO2P2S as an isolated structure in a non-equilibrium geometry.

Each line ends with the Löwdin charge.
Positions of all 71 atoms, in Å:
In1 -1.40352 0.27420 0.58316  0.1352
O1 -1.99915 0.74124 -3.06263  -0.4477
S1 -0.96577 0.48691 -2.03717  0.8936
C1 0.33218 1.71308 -2.23850  -0.3218
C2 0.70656 2.02991 -3.53739  -0.0715
C3 1.71055 2.95786 -3.75670  -0.0555
C4 2.31598 3.58651 -2.68041  -0.0544
C5 1.86838 3.33812 -1.39359  -0.0681
C6 0.84604 2.42513 -1.15025  -0.3070
P1 0.10775 2.34357 0.51933  1.0290
C7 -0.49838 4.06903 0.73121  -0.3367
C8 0.32128 5.16456 1.00901  -0.0947
C9 -0.21911 6.43179 1.13944  -0.0743
C10 -1.58849 6.62557 0.99368  -0.0810
C11 -2.41238 5.54695 0.72057  -0.0753
C12 -1.86612 4.27596 0.59404  -0.0913
C13 1.45617 2.23705 1.71333  -0.3538
C14 1.29888 2.80474 2.97265  -0.0846
C15 2.30874 2.68290 3.91725  -0.0770
C16 3.46855 1.99150 3.60597  -0.0823
C17 3.61494 1.40562 2.35377  -0.0692
C18 2.60750 1.51462 1.41152  -0.0895
C19 -0.15402 -1.06658 -2.45016  -0.3166
C20 0.39698 -1.18693 -3.71794  -0.0602
C21 0.98096 -2.37806 -4.11456  -0.0608
C22 0.99475 -3.45704 -3.24704  -0.0561
C23 0.39688 -3.34773 -2.00281  -0.0688
C24 -0.19687 -2.16055 -1.58268  -0.3049
P2 -1.05270 -2.15196 0.03038  1.0000
C25 -2.41112 -3.36484 -0.30430  -0.3330
C26 -2.24477 -4.74968 -0.37910  -0.0970
C27 -3.32274 -5.57666 -0.64272  -0.0770
C28 -4.58840 -5.03433 -0.83751  -0.0850
C29 -4.76790 -3.66367 -0.76610  -0.0785
C30 -3.68269 -2.83855 -0.49741  -0.0952
C31 -0.01065 -3.05037 1.20919  -0.3385
C32 -0.61228 -3.83859 2.18401  -0.0873
C33 0.16775 -4.50610 3.11998  -0.0804
C34 1.54657 -4.38503 3.08139  -0.0862
C35 2.14658 -3.58139 2.11775  -0.0704
C36 1.37441 -2.90150 1.19262  -0.0872
H1 0.18555 1.58679 -4.37298  0.1046
H2 2.01050 3.19515 -4.76869  0.1107
H3 3.10870 4.30425 -2.84521  0.1102
H4 2.30257 3.87818 -0.56284  0.1044
H5 1.38694 5.02522 1.14036  0.1023
H6 0.42729 7.27177 1.35886  0.1048
H7 -2.00964 7.61682 1.09959  0.1037
H8 -3.47951 5.68822 0.61187  0.1059
H9 -2.51903 3.43443 0.38828  0.0907
H10 0.38731 3.33135 3.22579  0.1131
H11 2.18176 3.12479 4.89673  0.1037
H12 4.25541 1.89647 4.34326  0.1015
H13 4.51027 0.84509 2.11796  0.1035
H14 2.69130 1.02044 0.45402  0.1028
H15 0.34783 -0.36854 -4.41720  0.0946
H16 1.41312 -2.46018 -5.10286  0.1087
H17 1.45286 -4.39135 -3.54381  0.1095
H18 0.39512 -4.20068 -1.33768  0.1028
H19 -1.26891 -5.18898 -0.21543  0.1007
H20 -3.17814 -6.64828 -0.69371  0.1037
H21 -5.43114 -5.68273 -1.03921  0.1023
H22 -5.74978 -3.23298 -0.91218  0.1044
H23 -3.83225 -1.76540 -0.43573  0.0875
H24 -1.69028 -3.92634 2.22725  0.1109
H25 -0.30781 -5.11437 3.87816  0.1024
H26 2.15607 -4.90516 3.80947  0.1004
H27 3.22288 -3.46641 2.10192  0.1022
H28 1.82147 -2.22927 0.47463  0.0977
O2 0.52370 -0.32331 0.50183  -0.6680
Cl1 -2.28544 0.27774 2.81626  -0.0610

Calculated values
total energy: -3270.26968 Ha
HOMO-LUMO gap: 0.2435 hartree
net charge: 0